(1)
{
  "formula": "C5H13NO2",
  "method": "ωB97M-V/def2-TZVPD",
  "largest_force_ha_per_bohr": 0.041,
  "e_tot_ev": -10979.578,
  "e_above_lowest_kcal_mol": 53.1,
  "symbols": ["O", "C", "C", "N", "H", "H", "H", "H", "H", "C", "C", "C", "O", "H", "H", "H", "H", "H", "H", "H", "H"],
  "positions_angstrom": [[-2.0697, -1.4727, 1.3963], [-0.8270, -1.0089, 1.7687], [0.2024, -1.9656, 2.2041], [0.3167, -1.3006, 0.9116], [-2.4929, -0.8177, 0.8040], [-0.8101, 0.0010, 2.1706], [-0.0549, -3.0153, 2.2170], [0.9410, -1.6555, 2.9286], [0.0782, -1.9110, 0.1340], [-0.9583, 1.2313, -1.0965], [0.6001, 1.5656, -0.9658], [1.3946, 0.7865, -2.0116], [1.0647, 1.3170, 0.3216], [-1.0564, 0.1518, -1.0165], [-1.4646, 1.7909, -0.3164], [-1.3184, 1.5466, -2.0727], [0.7245, 2.6431, -1.1325], [1.0565, 1.0341, -3.0136], [1.2759, -0.2836, -1.8463], [2.4505, 1.0285, -1.9254], [0.9471, 0.3344, 0.5406]],
  "forces_ev_per_angstrom": [[-0.573, 0.083, -0.362], [0.266, 0.327, -0.125], [-0.196, -0.182, 0.292], [0.287, 0.198, -0.510], [0.414, -0.452, 0.487], [-0.020, -0.050, -0.036], [-0.088, -0.034, -0.033], [0.001, -0.039, 0.115], [-0.172, 0.006, 0.230], [2.005, 0.617, -0.064], [-1.397, -0.276, -0.720], [-0.105, 0.292, 0.251], [0.039, -1.139, 0.920], [-0.310, -0.111, 0.185], [-0.287, -0.210, 0.128], [-0.125, 0.008, -0.067], [-0.012, -0.144, -0.018], [-0.031, -0.035, -0.190], [-0.024, -0.122, -0.035], [0.119, 0.002, -0.015], [0.210, 1.260, -0.436]]
}

=====

(2)
{
  "formula": "C44H98I2N10O13PS",
  "method": "ωB97M-V/def2-TZVPD",
  "total_charge": 1,
  "largest_force_ha_per_bohr": 0.024,
  "e_tot_ev": -125053.149,
  "symbols": ["C", "O", "C", "C", "C", "C", "C", "C", "C", "C", "C", "P", "C", "S", "O", "O", "C", "I", "C", "C", "I", "H", "H", "H", "H", "H", "H", "H", "H", "H", "H", "H", "H", "H", "H", "H", "H", "H", "H", "H", "H", "H", "H", "H", "H", "H", "H", "H", "H", "C", "O", "N", "C", "C", "H", "H", "H", "H", "H", "H", "H", "C", "O", "N", "C", "C", "H", "H", "H", "H", "H", "H", "H", "C", "O", "N", "C", "C", "H", "H", "H", "H", "H", "H", "H", "C", "O", "N", "C", "C", "H", "H", "H", "H", "H", "H", "H", "C", "O", "N", "C", "C", "H", "H", "H", "H", "H", "H", "H", "C", "O", "N", "C", "C", "H", "H", "H", "H", "H", "H", "H", "C", "O", "N", "C", "C", "H", "H", "H", "H", "H", "H", "H", "C", "O", "N", "C", "C", "H", "H", "H", "H", "H", "H", "H", "C", "O", "N", "C", "C", "H", "H", "H", "H", "H", "H", "H", "C", "O", "N", "C", "C", "H", "H", "H", "H", "H", "H", "H"],
  "positions_angstrom": [[2.1168, -1.4035, 3.7237], [2.7824, -0.1832, 3.8603], [1.9978, 0.8408, 4.4534], [2.4174, 2.1995, 3.8949], [1.2249, 3.1216, 3.6346], [0.5166, 3.5368, 4.9403], [-0.9891, 3.2702, 5.0077], [-1.3529, 1.8034, 5.3324], [-1.8276, 1.0724, 4.0830], [-1.9724, -0.4394, 4.2722], [-2.0318, -1.2113, 2.9364], [-2.9035, -0.3676, 1.6145], [-2.4562, -1.1687, 0.0417], [-0.9383, -0.3649, -0.4574], [-1.2958, 0.9352, -0.9415], [-0.0230, -0.4574, 0.6438], [-4.6617, -0.5422, 1.8445], [-5.2389, -2.5686, 1.9219], [-5.5479, 0.4712, 1.9343], [-7.0157, 0.3242, 2.1734], [-4.9857, 2.4910, 1.7068], [1.1163, -1.2762, 3.2911], [2.0059, -1.9300, 4.6756], [2.6929, -2.0193, 3.0395], [2.0886, 0.8012, 5.5394], [0.9495, 0.6660, 4.1880], [2.9819, 2.0024, 2.9888], [3.0674, 2.7268, 4.5891], [1.6276, 4.0076, 3.1481], [0.5479, 2.6498, 2.9204], [0.6666, 4.6071, 5.0671], [0.9836, 3.0543, 5.7969], [-1.4613, 3.9407, 5.7202], [-1.4139, 3.5242, 4.0311], [-2.1993, 1.8361, 6.0154], [-0.5239, 1.2988, 5.8121], [-2.8107, 1.4713, 3.8197], [-1.1331, 1.2582, 3.2605], [-1.1649, -0.8461, 4.8727], [-2.9059, -0.6354, 4.7992], [-1.0443, -1.5072, 2.5955], [-2.5943, -2.1324, 3.0888], [-2.5573, 0.9677, 1.4501], [-3.1873, -0.9431, -0.7334], [-2.3521, -2.2450, 0.1457], [-0.4197, -1.0771, -1.4882], [-7.3180, 1.0626, 2.9133], [-7.2679, -0.6530, 2.5646], [-7.5671, 0.5289, 1.2591], [4.8921, 5.1337, 1.8224], [4.6162, 4.5965, 2.8790], [5.0762, 4.4799, 0.6624], [5.4533, 5.1612, -0.5621], [4.9007, 3.0373, 0.6490], [5.0446, 6.2227, 1.7360], [4.6957, 5.0046, -1.3324], [6.4092, 4.7837, -0.9285], [5.5473, 6.2286, -0.3761], [3.8802, 2.7823, 0.9381], [5.5786, 2.5756, 1.3669], [5.1046, 2.6539, -0.3470], [-3.9864, 1.8383, -5.2814], [-3.1943, 0.9489, -5.5360], [-4.3054, 2.1885, -4.0238], [-5.2467, 3.2437, -3.7050], [-3.6403, 1.4491, -2.9675], [-4.4968, 2.4311, -6.0577], [-4.7560, 4.0273, -3.1246], [-6.0825, 2.8455, -3.1259], [-5.6352, 3.6806, -4.6216], [-2.5632, 1.5724, -3.0499], [-3.8732, 0.3853, -3.0661], [-3.9689, 1.8103, -1.9951], [-0.6720, 0.6184, 9.3648], [-0.3663, 0.8648, 8.2096], [-1.9141, 0.3379, 9.7824], [-2.2206, 0.0454, 11.1712], [-2.9948, 0.3279, 8.8125], [0.0720, 0.6070, 10.1778], [-2.6481, -0.9546, 11.2563], [-2.9438, 0.7648, 11.5517], [-1.3144, 0.0938, 11.7716], [-2.7939, -0.4134, 8.0356], [-3.0782, 1.3059, 8.3360], [-3.9275, 0.0938, 9.3183], [9.5514, 2.6896, 1.2631], [10.3088, 2.3007, 0.3991], [8.9661, 1.8965, 2.1816], [8.0615, 2.4182, 3.1867], [9.2576, 0.4732, 2.1532], [9.2692, 3.7525, 1.3683], [8.4456, 2.2116, 4.1874], [7.0805, 1.9495, 3.0835], [7.9516, 3.4937, 3.0666], [10.3264, 0.3042, 2.2846], [8.9654, 0.0472, 1.1930], [8.7112, -0.0219, 2.9519], [1.7563, -3.7427, -5.0713], [2.6547, -4.4969, -4.7593], [1.7105, -2.4305, -4.7673], [0.5992, -1.6002, -5.1775], [2.8100, -1.8457, -4.0155], [0.8777, -4.0842, -5.6463], [0.9468, -0.7855, -5.8156], [0.0989, -1.1661, -4.3057], [-0.1228, -2.1953, -5.7324], [3.7467, -1.9667, -4.5585], [2.9150, -2.3435, -3.0502], [2.6187, -0.7862, -3.8618], [-0.8368, -7.9551, -4.6830], [-1.0600, -7.1619, -5.5797], [0.3814, -8.2430, -4.1985], [0.5746, -9.1725, -3.1050], [1.5432, -7.5933, -4.7941], [-1.6463, -8.5025, -4.1684], [1.0562, -8.6722, -2.2622], [1.2034, -10.0066, -3.4216], [-0.3861, -9.5649, -2.7778], [1.4537, -6.5140, -4.7210], [1.6173, -7.8563, -5.8494], [2.4431, -7.9133, -4.2768], [-0.0357, 1.7002, -9.7830], [1.1011, 1.5606, -10.1961], [-0.6626, 0.8140, -8.9952], [-1.9957, 1.0376, -8.4646], [0.0419, -0.4094, -8.6391], [-0.6395, 2.5974, -10.0010], [-1.9624, 1.0225, -7.3772], [-2.6745, 0.2520, -8.8064], [-2.3742, 2.0016, -8.8008], [0.9699, -0.1615, -8.1195], [0.2907, -0.9792, -9.5332], [-0.5858, -1.0147, -7.9897], [-6.0889, 1.6126, 11.8411], [-5.4496, 0.7660, 11.2385], [-6.3945, 1.5477, 13.1441], [-7.1590, 2.5845, 13.8120], [-5.9423, 0.3953, 13.9087], [-6.4752, 2.5198, 11.3483], [-6.5746, 3.0230, 14.6223], [-8.0788, 2.1689, 14.2261], [-7.4170, 3.3679, 13.1032], [-4.8547, 0.3272, 13.8799], [-6.3509, -0.5216, 13.4845], [-6.2708, 0.4958, 14.9392], [5.7417, 1.9741, -7.4504], [6.3057, 1.4853, -6.4887], [4.8614, 1.3263, -8.2299], [4.1859, 1.9596, -9.3517], [4.5657, -0.0632, -7.9310], [5.9010, 3.0221, -7.7575], [3.1105, 1.9304, -9.2007], [4.4197, 1.4345, -10.2792], [4.5062, 2.9955, -9.4437], [4.1651, -0.1551, -6.9195], [5.4733, -0.6646, -7.9872], [3.8373, -0.4359, -8.6470], [-1.7162, -3.3120, -9.5296], [-0.5947, -3.4437, -9.9744], [-2.3303, -4.1976, -8.7232], [-3.6705, -3.9818, -8.2196], [-1.6152, -5.4109, -8.3542], [-2.3384, -2.4262, -9.7538], [-3.6672, -3.9559, -7.1276], [-4.3348, -4.7830, -8.5490], [-4.0559, -3.0342, -8.5906], [-0.6902, -5.1612, -7.8346], [-1.3565, -5.9810, -9.2460], [-2.2417, -6.0169, -7.7055]],
  "forces_ev_per_angstrom": [[0.005, -0.149, 0.078], [0.037, 0.188, -0.193], [0.054, 0.075, -0.221], [-0.251, -0.062, 0.258], [0.485, -0.169, 0.146], [-0.296, 0.253, -0.122], [0.219, -0.331, -0.341], [-0.567, 0.809, -0.457], [0.375, -0.552, 0.277], [-0.542, 0.315, -0.332], [-0.003, -0.155, 0.570], [0.023, -0.612, 0.198], [-0.014, 0.149, -0.490], [0.865, 0.817, 0.243], [-0.252, -0.200, -0.160], [-0.097, -0.331, 0.039], [-0.323, 0.660, -0.050], [-0.033, 0.182, -0.014], [0.303, -0.418, -0.109], [0.243, 0.201, 0.333], [0.009, -0.206, -0.014], [-0.071, 0.122, -0.060], [0.008, -0.049, 0.129], [0.113, -0.101, 0.011], [-0.089, -0.092, 0.164], [-0.133, -0.078, 0.032], [0.062, 0.118, -0.145], [0.302, -0.083, -0.024], [-0.101, 0.127, -0.121], [-0.178, -0.048, -0.011], [0.079, 0.096, 0.130], [0.114, -0.028, 0.116], [0.059, 0.038, 0.204], [-0.140, 0.125, -0.033], [0.115, -0.319, 0.365], [0.010, -0.149, 0.178], [-0.024, 0.193, -0.281], [0.057, 0.117, -0.104], [0.163, -0.060, 0.017], [0.019, -0.047, 0.246], [0.139, 0.256, -0.283], [-0.017, -0.171, -0.128], [-0.017, 0.057, 0.047], [-0.184, 0.000, 0.035], [0.143, -0.101, 0.138], [-0.343, -0.232, 0.014], [-0.105, 0.083, -0.019], [-0.047, -0.225, -0.114], [-0.067, -0.029, -0.121], [0.220, 0.095, 0.090], [-0.154, -0.066, 0.030], [-0.008, 0.017, -0.201], [-0.055, -0.170, 0.054], [-0.001, 0.109, 0.137], [-0.038, 0.001, -0.020], [0.033, 0.040, -0.039], [0.003, 0.036, -0.038], [-0.003, 0.017, 0.029], [0.004, -0.059, -0.018], [-0.020, -0.084, -0.030], [0.030, 0.031, -0.023], [0.059, 0.011, -0.035], [-0.063, -0.062, -0.032], [-0.137, 0.051, 0.091], [0.144, -0.139, 0.110], [-0.072, 0.062, -0.056], [-0.007, -0.022, 0.019], [-0.048, 0.040, -0.011], [-0.036, 0.051, -0.014], [0.008, -0.010, -0.037], [0.035, -0.042, 0.071], [0.051, -0.018, 0.055], [-0.042, 0.085, -0.008], [0.172, 0.009, 0.041], [-0.051, -0.024, -0.079], [-0.084, -0.040, 0.096], [-0.041, 0.041, -0.102], [0.083, -0.007, -0.029], [-0.003, -0.002, 0.003], [-0.023, 0.005, 0.073], [-0.037, -0.054, 0.055], [0.054, 0.003, -0.055], [-0.016, 0.017, -0.021], [-0.034, -0.008, -0.023], [-0.004, 0.037, 0.046], [-0.003, 0.118, -0.055], [0.042, -0.053, -0.049], [-0.103, 0.029, 0.123], [0.079, -0.244, -0.096], [0.050, 0.102, -0.085], [-0.007, -0.007, 0.025], [-0.054, 0.051, 0.038], [-0.051, 0.077, 0.112], [-0.010, 0.016, -0.012], [-0.001, -0.046, -0.006], [0.018, -0.040, 0.008], [-0.022, 0.019, 0.024], [-0.126, -0.145, -0.173], [0.119, 0.076, 0.154], [-0.104, 0.069, 0.047], [0.221, 0.096, 0.095], [-0.024, -0.132, -0.069], [-0.013, 0.010, -0.001], [-0.093, 0.014, 0.018], [-0.058, 0.037, -0.047], [-0.003, -0.025, -0.015], [0.036, 0.029, 0.036], [0.042, 0.018, 0.006], [-0.014, 0.019, -0.029], [-0.043, -0.006, 0.205], [-0.027, 0.103, -0.121], [0.041, -0.064, 0.033], [0.086, 0.061, -0.129], [-0.210, -0.045, -0.079], [0.017, -0.025, -0.029], [-0.004, -0.045, 0.023], [-0.007, -0.029, 0.056], [-0.023, 0.000, -0.011], [0.107, 0.044, 0.005], [0.049, 0.003, -0.006], [-0.005, -0.013, 0.035], [0.093, 0.128, 0.090], [-0.009, 0.013, -0.095], [-0.229, -0.103, 0.026], [0.335, -0.176, -0.024], [0.104, 0.206, -0.138], [-0.028, -0.037, -0.044], [-0.172, 0.027, -0.040], [-0.065, 0.049, 0.023], [0.032, 0.009, -0.036], [0.022, -0.060, -0.010], [0.011, -0.080, 0.051], [-0.064, 0.031, -0.018], [-0.024, 0.039, -0.112], [0.044, -0.023, -0.033], [-0.060, 0.053, 0.151], [0.077, -0.155, 0.040], [0.016, 0.019, -0.140], [-0.001, -0.002, 0.006], [-0.036, 0.042, 0.009], [-0.022, 0.050, 0.013], [0.007, 0.003, -0.030], [0.003, -0.031, 0.031], [0.016, -0.025, 0.028], [-0.018, 0.029, 0.014], [0.004, 0.129, 0.069], [0.003, -0.055, 0.060], [-0.059, 0.001, -0.166], [0.070, -0.161, 0.170], [0.064, 0.079, 0.040], [0.014, -0.016, -0.032], [-0.072, 0.045, -0.138], [-0.031, 0.045, -0.038], [0.056, 0.001, 0.042], [-0.001, -0.046, 0.012], [-0.024, -0.044, 0.023], [-0.011, 0.020, -0.027], [-0.126, 0.080, -0.016], [0.142, -0.016, -0.005], [-0.070, 0.032, 0.044], [0.161, -0.123, -0.018], [-0.018, 0.040, -0.052], [-0.030, -0.005, 0.004], [-0.057, 0.001, 0.003], [-0.051, 0.025, 0.029], [0.006, 0.028, -0.025], [-0.021, -0.081, 0.029], [0.026, -0.014, -0.004], [0.062, 0.020, 0.055]]
}